one | {"formula": "C17H31F3O2P2Pb", "method": "ωB97M-V with the def2-TZVPD basis set", "e_lumo_ha": -0.0295, "spin_multiplicity": 1, "homo_lumo_gap_ev": 3.9, "symbols": ["P", "P", "C", "C", "H", "H", "H", "H", "C", "H", "H", "H", "C", "H", "H", "H", "C", "H", "H", "H", "C", "H", "H", "H", "Pb", "C", "C", "C", "C", "C", "C", "C", "C", "C", "H", "H", "H", "H", "H", "H", "H", "H", "H", "H", "H", "H", "H", "H", "H", "F", "C", "F", "F", "C", "O", "O"], "positions_angstrom": [[-2.8159, -4.2867, -3.1082], [0.9933, -5.2843, -2.4422], [-1.5282, -5.3748, -3.8016], [-0.6097, -6.0774, -2.7697], [-0.9403, -4.8449, -4.5708], [-2.0797, -6.1621, -4.3373], [-1.0921, -6.2402, -1.7837], [-0.3567, -7.0847, -3.1439], [1.9886, -5.6102, -3.9453], [2.9303, -5.0444, -3.9201], [1.4131, -5.3217, -4.8353], [2.2214, -6.6814, -4.0039], [1.9197, -6.3612, -1.2801], [2.2087, -7.2918, -1.7859], [1.3370, -6.6044, -0.3842], [2.8439, -5.8500, -0.9727], [-3.5471, -3.2732, -4.3852], [-4.0452, -2.3997, -3.9399], [-4.2940, -3.8857, -4.9144], [-2.7820, -2.9423, -5.1015], [-4.0910, -5.4314, -2.5257], [-3.6709, -6.1916, -1.8549], [-4.5316, -5.9336, -3.3961], [-4.8837, -4.8832, -2.0006], [-0.1352, 1.0028, -0.7430], [1.3712, -3.7312, -1.4504], [0.8984, -3.4345, -2.8130], [-0.2720, -2.5246, -3.1286], [-1.3749, -2.2674, -2.0726], [-2.1984, -3.5010, -1.6141], [-1.6221, -4.5232, -0.7291], [-0.5545, -4.3312, 0.2402], [0.6609, -3.4388, -0.1395], [-1.4156, 2.1424, 0.6483], [2.4591, -3.6339, -1.3327], [1.6931, -3.2030, -3.5385], [-0.6979, -2.8570, -4.0925], [0.1790, -1.5390, -3.3627], [-0.9677, -1.7172, -1.2080], [-2.0696, -1.5670, -2.5729], [-3.1104, -3.1076, -1.1204], [-2.3274, -5.3166, -0.4637], [-0.2028, -5.3357, 0.5473], [-1.0051, -3.9124, 1.1641], [0.3674, -2.3816, -0.0575], [1.4068, -3.5874, 0.6579], [-0.8627, 2.3452, 1.5747], [-2.3045, 1.5239, 0.8517], [-1.7017, 3.0775, 0.1444], [3.5012, 3.7418, 0.0059], [2.5197, 2.8427, -0.1289], [1.3305, 3.5513, -0.3211], [2.7244, 2.1659, -1.3202], [2.3309, 1.8410, 1.0529], [3.0593, 1.9418, 2.0190], [1.3777, 0.9676, 0.8736]]}

=====

two | {"formula": "C17H31F3O2P2Pb", "method": "ωB97M-V with the def2-TZVPD basis set", "e_lumo_ha": -0.0110, "spin_multiplicity": 1, "homo_lumo_gap_ev": 3.9, "symbols": ["P", "P", "C", "C", "H", "H", "H", "H", "C", "H", "H", "H", "C", "H", "H", "H", "C", "H", "H", "H", "C", "H", "H", "H", "Pb", "C", "C", "C", "C", "C", "C", "C", "C", "C", "H", "H", "H", "H", "H", "H", "H", "H", "H", "H", "H", "H", "H", "H", "H", "F", "C", "F", "F", "C", "O", "O"], "positions_angstrom": [[-2.4836, -1.7486, -0.8175], [1.3338, -2.5827, 0.1638], [-1.3096, -3.1253, -1.0775], [-0.2817, -3.4845, 0.0255], [-0.8378, -3.0146, -2.0696], [-1.9847, -3.9899, -1.2003], [-0.7482, -3.5558, 1.0172], [0.0661, -4.4972, -0.2214], [2.2040, -3.1655, -1.3140], [3.1586, -2.6300, -1.4115], [1.5818, -3.0137, -2.2062], [2.3879, -4.2408, -1.1992], [1.9988, -3.2704, 1.6888], [2.5535, -4.1860, 1.4576], [1.1785, -3.5293, 2.3703], [2.6689, -2.5591, 2.1862], [-3.4747, -1.7379, -2.3090], [-3.9066, -0.7394, -2.4289], [-4.2659, -2.4875, -2.2009], [-2.8360, -1.9834, -3.1681], [-3.4241, -2.2411, 0.6511], [-2.7454, -2.5224, 1.4711], [-4.0723, -3.0926, 0.4220], [-4.0391, -1.3840, 0.9718], [0.6019, 4.2306, -0.3202], [1.6165, -0.4293, 1.2207], [1.5514, -0.6856, -0.2053], [0.4662, -0.4789, -1.2949], [-0.6638, 0.5193, -1.1567], [-1.9823, -0.0641, -0.4648], [-1.8427, 0.0443, 1.0025], [-0.7722, -0.6513, 1.6624], [0.5263, 0.2027, 1.9617], [-0.5774, 6.0432, 0.3471], [2.6247, -0.4743, 1.6634], [2.5476, -0.5449, -0.6682], [0.0317, -1.4646, -1.5676], [1.0221, -0.2079, -2.2077], [-0.2983, 1.4137, -0.6246], [-0.9141, 0.8464, -2.1881], [-2.8129, 0.6105, -0.7483], [-2.4857, 0.7155, 1.5724], [-0.5079, -1.4763, 0.9528], [-1.0809, -1.1760, 2.5933], [0.3629, 1.2701, 1.6929], [0.7128, 0.1451, 3.0469], [-0.0646, 6.5694, 1.1691], [-1.5724, 5.7503, 0.7153], [-0.7288, 6.7550, -0.4761], [4.2382, 6.9350, -0.4723], [3.1972, 6.1059, -0.3498], [2.0965, 6.7939, -0.8603], [3.3749, 5.0407, -1.2225], [2.9588, 5.6161, 1.1301], [3.6664, 6.0660, 2.0084], [1.9854, 4.7613, 1.2871]]}

=====

Which of them is the least stable? Correct choice: two.

=====

one | {"formula": "CH3BrO3P", "method": "ωB97M-V with the def2-TZVPD basis set", "e_lumo_ha": 0.1323, "spin_multiplicity": 1, "charge": -1, "homo_lumo_gap_ev": 8.1, "symbols": ["C", "O", "O", "O", "P", "Br", "H", "H", "H"], "positions_angstrom": [[0.0472, 0.1668, -0.1289], [0.4283, 1.0403, -2.6079], [0.3232, 2.6978, 1.0808], [-1.6858, 2.4441, -0.5426], [-0.3623, 1.9838, -0.0322], [1.1379, 2.3066, -1.8329], [0.3085, 0.0077, -1.2559], [0.9748, 0.0975, 0.5228], [-0.6299, -0.5439, 0.0745]]}

=====

two | {"formula": "CH3BrO3P", "method": "ωB97M-V with the def2-TZVPD basis set", "e_lumo_ha": 0.1344, "spin_multiplicity": 1, "charge": -1, "homo_lumo_gap_ev": 8.1, "symbols": ["C", "O", "O", "O", "P", "Br", "H", "H", "H"], "positions_angstrom": [[1.3116, -0.1734, -0.2333], [-3.0381, -1.9908, 0.8942], [-0.5106, 1.6958, -1.0142], [-0.2512, 1.3295, 1.4367], [-0.2075, 0.8165, 0.0969], [-2.0756, -0.8834, -0.1639], [1.9392, 0.6451, -0.3198], [1.6793, -0.7981, 0.5644], [1.1530, -0.6413, -1.2611]]}

=====

Which of them is the least stable? Correct choice: one.

=====

one | {"formula": "C37H39IrN4SSb2", "method": "ωB97M-V with the def2-TZVPD basis set", "e_lumo_ha": -0.2354, "spin_multiplicity": 1, "charge": 2, "homo_lumo_gap_ev": 6.7, "symbols": ["Ir", "C", "C", "N", "C", "S", "N", "N", "C", "C", "C", "C", "C", "C", "C", "N", "H", "H", "H", "H", "H", "H", "H", "H", "H", "H", "H", "H", "H", "C", "C", "C", "Sb", "C", "C", "C", "C", "C", "C", "C", "C", "C", "C", "C", "C", "Sb", "C", "C", "C", "C", "C", "C", "C", "C", "C", "C", "C", "C", "H", "H", "H", "H", "H", "H", "H", "H", "H", "H", "H", "H", "H", "H", "H", "H", "H", "H", "H", "H", "H", "H", "H", "H", "H", "H"], "positions_angstrom": [[-1.3997, -1.5853, 1.3076], [4.9564, -1.9442, 1.2921], [3.6914, -2.7227, 1.6064], [2.7541, -1.9093, 2.3665], [1.4259, -1.8574, 2.2467], [0.6297, -2.5167, 0.7516], [0.7796, -1.3390, 3.2487], [-0.5540, -1.1771, 3.0560], [-1.2525, -0.5851, 3.9654], [-0.7021, -0.0817, 5.2530], [-2.6677, -0.4175, 3.6145], [-3.5955, 0.1267, 4.4851], [-4.9226, 0.2265, 4.0931], [-5.2871, -0.2293, 2.8390], [-4.3085, -0.7507, 2.0112], [-3.0283, -0.8317, 2.3752], [5.6549, -2.5756, 0.7441], [5.4540, -1.6077, 2.2026], [4.7318, -1.0704, 0.6794], [3.9274, -3.6240, 2.1786], [3.1992, -3.0359, 0.6898], [3.0939, -1.5472, 3.2480], [0.3291, -0.3954, 5.3690], [-1.2839, -0.4561, 6.0958], [-0.7466, 1.0101, 5.2681], [-3.2825, 0.4630, 5.4624], [-5.6606, 0.6443, 4.7640], [-6.3115, -0.1915, 2.4978], [-4.5510, -1.1238, 1.0236], [-0.4311, -2.2714, -2.4040], [-1.8895, -1.8939, -2.1733], [-2.2917, -1.6031, -0.7213], [-0.9763, 0.2906, -0.1719], [-2.4390, 1.3807, -1.2657], [-3.7129, 1.4846, -0.7093], [-4.7015, 2.1938, -1.3741], [-4.4257, 2.7874, -2.5995], [-3.1603, 2.6788, -3.1544], [-2.1603, 1.9771, -2.4902], [-0.3411, 1.8053, 1.1706], [-1.1705, 2.8807, 1.4631], [-0.7516, 3.8236, 2.3945], [0.4874, 3.6985, 3.0070], [1.3181, 2.6303, 2.6970], [0.9049, 1.6759, 1.7769], [1.0335, -0.8640, -1.7103], [2.8447, -1.8799, -1.9632], [3.9799, -1.1503, -2.2869], [5.1552, -1.8276, -2.5934], [5.1822, -3.2123, -2.5776], [4.0368, -3.9365, -2.2604], [2.8621, -3.2734, -1.9464], [1.2864, 0.8152, -2.9626], [1.2807, 2.0734, -2.3645], [1.4140, 3.2147, -3.1448], [1.5451, 3.0974, -4.5204], [1.5624, 1.8432, -5.1209], [1.4469, 0.7007, -4.3445], [-0.2198, -2.4769, -3.4551], [-0.1691, -3.1801, -1.8544], [-2.5075, -2.7125, -2.5527], [-2.1539, -1.0203, -2.7765], [-2.3435, -2.5749, -0.1618], [-3.2905, -1.1731, -0.7009], [-3.9417, 1.0320, 0.2506], [-5.6867, 2.2833, -0.9358], [-5.2006, 3.3334, -3.1201], [-2.9461, 3.1398, -4.1095], [-1.1768, 1.9078, -2.9397], [-2.1267, 2.9989, 0.9695], [-1.3902, 4.6651, 2.6286], [0.8131, 4.4464, 3.7179], [2.2896, 2.5433, 3.1658], [1.5625, 0.8428, 1.5528], [3.9584, -0.0663, -2.3163], [6.0441, -1.2671, -2.8504], [6.0970, -3.7361, -2.8211], [4.0594, -5.0181, -2.2628], [1.9758, -3.8449, -1.7025], [1.1811, 2.1818, -1.2873], [1.4198, 4.1908, -2.6785], [1.6438, 3.9865, -5.1287], [1.6706, 1.7559, -6.1935], [1.4763, -0.2719, -4.8226]]}

=====

two | {"formula": "C37H39IrN4SSb2", "method": "ωB97M-V with the def2-TZVPD basis set", "e_lumo_ha": [-0.2772, -0.2750], "spin_multiplicity": 1, "charge": 2, "homo_lumo_gap_ev": [4.9, 5.1], "symbols": ["Ir", "C", "C", "N", "C", "S", "N", "N", "C", "C", "C", "C", "C", "C", "C", "N", "H", "H", "H", "H", "H", "H", "H", "H", "H", "H", "H", "H", "H", "C", "C", "C", "Sb", "C", "C", "C", "C", "C", "C", "C", "C", "C", "C", "C", "C", "Sb", "C", "C", "C", "C", "C", "C", "C", "C", "C", "C", "C", "C", "H", "H", "H", "H", "H", "H", "H", "H", "H", "H", "H", "H", "H", "H", "H", "H", "H", "H", "H", "H", "H", "H", "H", "H", "H", "H"], "positions_angstrom": [[0.6859, -0.1541, -0.0784], [-3.9796, 2.6615, 3.1871], [-2.8372, 2.8725, 2.2110], [-1.6243, 2.2205, 2.6817], [-0.7633, 1.4924, 1.9755], [-0.9635, 1.3085, 0.1851], [0.2752, 0.9944, 2.5755], [1.1023, 0.2399, 1.7868], [2.1791, -0.2535, 2.3110], [2.6055, -0.0153, 3.7162], [2.9442, -1.1098, 1.3968], [4.1050, -1.7676, 1.7638], [4.7444, -2.5804, 0.8401], [4.2037, -2.7124, -0.4274], [3.0406, -2.0280, -0.7302], [2.4185, -1.2450, 0.1537], [-4.8690, 3.1814, 2.8334], [-3.7362, 3.0631, 4.1718], [-4.2139, 1.6021, 3.2966], [-2.6467, 3.9386, 2.0638], [-3.0807, 2.4523, 1.2411], [-1.3797, 2.3331, 3.6561], [2.0356, 0.7965, 4.1535], [3.6669, 0.2301, 3.7513], [2.4496, -0.9141, 4.3178], [4.5019, -1.6472, 2.7610], [5.6533, -3.1009, 1.1084], [4.6717, -3.3322, -1.1782], [2.5863, -2.0979, -1.7091], [-1.4088, 1.2344, -2.9663], [-0.7340, -0.0032, -3.5517], [-0.2825, -1.0791, -2.5729], [-2.0023, -2.0138, -1.6660], [-2.2979, -3.3213, -3.3062], [-1.2686, -4.2188, -3.5946], [-1.3687, -5.0483, -4.7008], [-2.4869, -4.9814, -5.5220], [-3.5037, -4.0830, -5.2407], [-3.4129, -3.2494, -4.1325], [-1.4068, -3.2724, -0.0728], [-1.4931, -4.6504, -0.2528], [-1.1358, -5.5017, 0.7851], [-0.7143, -4.9801, 1.9985], [-0.6712, -3.6045, 2.1875], [-1.0292, -2.7464, 1.1596], [-3.0278, 0.8669, -1.6189], [-3.7438, 2.7818, -1.1025], [-4.9305, 2.8841, -0.3805], [-5.4544, 4.1371, -0.1025], [-4.7951, 5.2781, -0.5438], [-3.6142, 5.1709, -1.2650], [-3.0797, 3.9201, -1.5468], [-4.6902, 0.2357, -2.7616], [-5.4016, -0.9164, -2.4585], [-6.5162, -1.2569, -3.2155], [-6.9057, -0.4458, -4.2710], [-6.2000, 0.7157, -4.5630], [-5.1000, 1.0726, -3.7976], [-1.8531, 1.8199, -3.7746], [-0.7013, 1.8802, -2.4444], [0.1210, 0.3268, -4.1461], [-1.4183, -0.4831, -4.2602], [0.4305, -0.7308, -1.8023], [0.2859, -1.8522, -3.0905], [-0.3902, -4.2851, -2.9615], [-0.5738, -5.7485, -4.9203], [-2.5618, -5.6312, -6.3834], [-4.3722, -4.0274, -5.8834], [-4.2110, -2.5502, -3.9305], [-1.8380, -5.0728, -1.1873], [-1.1999, -6.5722, 0.6444], [-0.4427, -5.6463, 2.8064], [-0.3747, -3.1974, 3.1458], [-1.0264, -1.6785, 1.3289], [-5.4578, 1.9984, -0.0425], [-6.3807, 4.2232, 0.4500], [-5.2083, 6.2549, -0.3311], [-3.1075, 6.0606, -1.6142], [-2.1536, 3.8531, -2.1043], [-5.1108, -1.5482, -1.6241], [-7.0814, -2.1476, -2.9746], [-7.7721, -0.7104, -4.8623], [-6.5130, 1.3510, -5.3808], [-4.5769, 1.9978, -4.0143]]}

=====

Which of them is the least stable? Correct choice: two.

=====

one | {"formula": "C7H6N2O", "method": "ωB97M-V with the def2-TZVPD basis set", "e_lumo_ha": -0.0321, "spin_multiplicity": 1, "smiles": "CO/C=C\\C=C(C#N)C#N", "homo_lumo_gap_ev": 8.1, "symbols": ["N", "N", "C", "C", "O", "C", "C", "C", "C", "C", "H", "H", "H", "H", "H", "H"], "positions_angstrom": [[2.9799, 0.0162, -2.9529], [-0.5909, 2.7867, -3.3759], [1.9617, 0.4847, -2.5621], [-0.0015, 1.9861, -2.7873], [-0.9369, -0.1780, 1.5857], [0.6922, 0.9445, -2.1180], [0.0176, -0.9166, 0.9768], [0.0285, 0.3785, -1.0526], [0.5570, -0.7159, -0.3060], [-1.2906, -0.5609, 2.8714], [0.4651, -1.6934, 1.6241], [-0.9414, 0.7636, -0.7543], [1.3597, -1.2852, -0.6155], [-2.1115, -1.1983, 2.6870], [-1.6026, 0.3327, 3.4246], [-0.5863, -1.1447, 3.3550]]}

=====

two | {"formula": "C7H6N2O", "method": "ωB97M-V with the def2-TZVPD basis set", "e_lumo_ha": -0.0041, "spin_multiplicity": 1, "homo_lumo_gap_ev": 8.2, "symbols": ["C", "C", "C", "C", "C", "C", "C", "N", "N", "O", "H", "H", "H", "H", "H", "H"], "positions_angstrom": [[0.5675, 1.8330, -0.1651], [-0.2907, 1.9082, 0.9485], [0.8397, 0.6225, -0.7902], [-1.0891, 0.8008, 1.0901], [0.2542, -0.6069, -0.3446], [-0.7788, -0.4360, 0.4933], [-1.1693, -2.6602, 0.2655], [0.6153, -1.9154, -0.6083], [-1.5837, -1.5181, 0.7496], [-1.5476, -3.6694, -0.2445], [1.0777, 2.7064, -0.3723], [-0.4042, 2.7979, 1.5555], [1.4894, 0.6202, -1.7099], [-1.7490, 0.7211, 1.9022], [0.1229, -2.0678, -1.8802], [1.6419, -2.0706, -0.6521]]}

=====

three | {"formula": "C7H6N2O", "method": "ωB97M-V with the def2-TZVPD basis set", "e_lumo_ha": [-0.0198, -0.0619], "spin_multiplicity": 1, "homo_lumo_gap_ev": [7.4, 7.8], "symbols": ["C", "C", "C", "C", "C", "C", "C", "N", "N", "O", "H", "H", "H", "H", "H", "H"], "positions_angstrom": [[-0.0632, -0.3105, 2.0761], [0.3339, 0.9943, 2.0662], [-0.1805, -0.9525, 0.8997], [0.8370, 1.6119, 0.9461], [0.0896, -0.4291, -0.3730], [0.9616, 0.7641, -0.2872], [-1.1105, -0.4639, -2.4556], [-0.2265, -0.9863, -1.5582], [1.7213, 0.8760, -1.2412], [-1.8178, 0.5401, -2.4069], [-0.4006, -0.7885, 3.0296], [0.3866, 1.5587, 2.9675], [-0.5953, -2.0338, 0.8243], [1.0823, 2.6106, 0.8333], [-1.1249, -1.0053, -3.4187], [0.1069, -1.9858, -1.9020]]}

=====

Which of them is the least stable? Correct choice: three.